Entry i
Molecular formula: CH5OP
Method: DFT, ωB97M-V/def2-TZVPD

Values from the calculation:
- Structure (SMILES): C[PH2]=O
- LUMO level: 0.033 Ha
- Net charge: 0
- Highest occupied orbital energy: -10.32 eV
- Gap between HOMO and LUMO: 11.23 eV

Each atom is followed by the atoms it is bonded to, with distances in Å.
Cartesian coordinates (Å):
1 C -0.319 -0.605 0.016  P2 1.749, H4 1.162, H5 1.245, H6 1.160
2 P 1.166 0.318 0.003  C1 1.749, O3 1.453, H7 1.347, H8 1.543
3 O 2.391 -0.465 -0.020  P2 1.453
4 H -0.355 -1.323 0.929  C1 1.162
5 H -1.347 0.011 -0.322  C1 1.245
6 H -0.111 -1.334 -0.862  C1 1.160
7 H 0.880 1.145 -1.021  P2 1.347
8 H 1.316 1.259 1.217  P2 1.543

Entry ii
Molecular formula: CH5OP
Method: DFT, ωB97M-V/def2-TZVPD

Values from the calculation:
- Structure (SMILES): [H][H].CP=O
- LUMO level: -0.018 Ha
- Net charge: 0
- Highest occupied orbital energy: -9.45 eV
- Gap between HOMO and LUMO: 8.96 eV

Each atom is followed by the atoms it is bonded to, with distances in Å.
Cartesian coordinates (Å):
1 H 0.133 2.538 0.718  H2 0.750
2 H 0.853 2.680 0.872  H1 0.750
3 C 0.131 -1.364 -0.305  P4 1.835, H6 1.143, H7 1.103, H8 1.180
4 P -1.383 -0.335 -0.420  C3 1.835, O5 1.460
5 O -0.886 1.038 -0.393  P4 1.460
6 H 0.872 -0.521 -0.093  C3 1.143
7 H 0.339 -2.106 -1.093  C3 1.103
8 H -0.059 -1.930 0.713  C3 1.180

In eV, relative to the most stable structure: entry i 0.000; entry ii 0.806.